# ClH5N2Si

A 2-piece molecular cluster, ClH5N2Si overall at a distorted geometry (wB97M-V/def2-TZVPD, OMol25).

The spin multiplicity is 1. As for the energy: -862.18828 Eh. The LUMO energy comes out at 0.25 eV. As for the SMILES: [H]/N=[SiH]/N.Cl.

XYZ file:
```
9
Properties=species:S:1:pos:R:3:forces:R:3:lowdin_charge:R:1
H 0.598 -2.111 0.129 -0.7 -0.1 0.2 -0.05
N 0.220 -1.261 0.547 -1.4 1.1 -1.6 -0.26
Si -0.903 -0.323 -0.246 1.4 -0.1 0.7 0.54
N -0.973 1.279 0.300 -1.4 -2.4 -2.1 -0.06
H -1.834 -0.406 -1.438 0.4 -0.3 0.6 -0.05
H -0.405 1.571 0.987 2.9 0.6 3.2 -0.02
H -1.486 2.075 0.075 -1.5 0.8 -1.2 0.02
Cl 2.963 -0.135 -0.297 0.8 0.3 -0.3 0.23
H 1.821 -0.689 -0.056 -0.6 0.0 0.4 -0.35
```
Positions in Å, forces in eV/Å.